53
Properties=species:S:1:pos:R:3 method="wB97M-V/def2-TZVPD" orbital_gap_ha=0.1592 charge=+2 fmax_ev_per_a=3.1 homo_energy_ev=-12.797 total_energy_ha=-1673.73021
W -0.3313 -0.6678 -0.4112
P 1.8598 -0.0655 -0.9255
P -1.6317 0.7436 0.8698
N -1.0683 -0.4709 -1.9431
H 1.0244 -0.3665 1.9270
C 2.6978 -1.6519 -0.8207
H 3.7659 -1.4958 -0.9655
H 2.3544 -2.3194 -1.6001
H 2.5600 -2.1525 0.1243
C 2.9375 1.1230 -0.0440
H 3.9944 0.7971 -0.1410
H 2.6687 1.1658 1.0287
H 2.8280 2.1327 -0.4831
C 2.0965 0.4012 -2.6683
H 3.1434 0.2163 -2.9500
H 1.8761 1.4619 -2.8264
H 1.4574 -0.1889 -3.3268
C -2.6533 -0.5915 1.5762
H -3.6013 -0.1254 1.8706
H -2.2045 -1.0354 2.4701
H -2.8658 -1.3754 0.8483
C -1.2589 1.7785 2.3194
H -2.2107 2.0860 2.7976
H -0.7062 2.6792 1.9978
H -0.6465 1.2095 3.0424
C -2.8159 1.7775 -0.0578
H -3.7093 1.9271 0.5675
H -3.1143 1.3099 -1.0019
H -2.3544 2.7515 -0.2696
C -1.5339 -0.1227 -3.1722
C -2.4060 -0.7850 -5.3487
C -1.9489 -1.1468 -4.0483
C -1.5392 1.2471 -3.5383
C -1.9830 1.6052 -4.8056
C -2.4060 0.5988 -5.6777
H -2.7497 -1.5661 -6.0293
H -1.9056 -2.1804 -3.7043
H -1.1855 1.9789 -2.8084
H -2.0093 2.6766 -5.0921
H -2.7657 0.8613 -6.6573
C 1.8536 -0.5140 3.3469
O 1.3983 0.3693 2.4775
C 2.3779 -1.7742 2.8896
H 3.2472 -1.9623 3.5256
H 2.7201 -1.7444 1.8548
H 1.6784 -2.5951 3.0462
C 1.8601 -0.1056 4.7293
H 0.9897 -0.4537 5.3071
H 1.9220 0.9904 4.8434
H 2.7349 -0.5259 5.2350
O -1.3500 -1.1182 4.6514
N -0.4430 -1.8862 4.3394
O -0.6480 -2.9012 3.6314



10
Properties=species:S:1:pos:R:3 method="wB97M-V/def2-TZVPD" smiles="C#[N+]N/N=N/C=O" orbital_gap_ha=0.3448 e_above_lowest_kcal_mol=137.9 charge=+1 fmax_ev_per_a=4.9 homo_energy_ev=-15.062 total_energy_ha=-371.78431
C 0.0214 0.4359 -2.1120
N -0.8829 0.0560 -1.4797
N -1.5637 -0.2290 -0.4716
N -1.0239 0.1544 0.8739
N 0.1617 0.0106 0.9096
C 1.2754 -0.0882 1.7059
O 2.1346 0.7247 1.8132
H 0.7884 0.9042 -2.6152
H -2.3739 -0.8652 -0.7050
H 1.4629 -1.1032 2.0808



> Look up the charge of the second one.

+1



> Which of these has the highest charge?

C15H30N2O3P2W



> Among the records above, which one has the highest charge?

C15H30N2O3P2W